{"formula": "C38H76Cl4O27", "method": "ωB97M-V/def2-TZVPD", "elements": ["C", "C", "O", "C", "O", "O", "C", "H", "H", "H", "H", "H", "H", "H", "H", "C", "C", "O", "C", "O", "O", "C", "H", "H", "H", "H", "H", "H", "H", "H", "C", "C", "O", "C", "O", "O", "C", "H", "H", "H", "H", "H", "H", "H", "H", "C", "C", "O", "C", "O", "O", "C", "H", "H", "H", "H", "H", "H", "H", "H", "C", "C", "O", "C", "O", "O", "C", "H", "H", "H", "H", "H", "H", "H", "H", "C", "C", "O", "C", "O", "O", "C", "H", "H", "H", "H", "H", "H", "H", "H", "C", "C", "O", "C", "O", "O", "C", "H", "H", "H", "H", "H", "H", "H", "H", "C", "C", "O", "C", "O", "O", "C", "H", "H", "H", "H", "H", "H", "H", "H", "C", "C", "O", "C", "O", "O", "C", "H", "H", "H", "H", "H", "H", "H", "H", "Cl", "C", "Cl", "H", "H", "Cl", "C", "Cl", "H", "H"], "positions_angstrom": [[-2.772, -5.541, -1.345], [-3.189, -4.575, -2.410], [-2.530, -4.732, -3.636], [-1.290, -4.162, -3.647], [-0.769, -3.540, -2.761], [-0.775, -4.285, -4.894], [0.556, -3.786, -5.104], [-2.809, -6.553, -1.702], [-3.443, -5.414, -0.456], [-1.763, -5.328, -1.051], [-3.062, -3.518, -2.052], [-4.275, -4.687, -2.746], [0.727, -4.004, -6.153], [1.173, -4.399, -4.450], [0.729, -2.780, -4.837], [-0.315, 0.244, -1.313], [0.628, -0.085, -0.186], [-0.098, -0.335, 0.977], [-0.490, 0.773, 1.698], [-0.160, 1.931, 1.551], [-1.205, 0.385, 2.741], [-1.777, 1.359, 3.592], [0.261, 0.511, -2.168], [-0.852, 1.178, -1.090], [-0.969, -0.627, -1.454], [1.334, 0.789, -0.078], [1.174, -0.999, -0.368], [-2.553, 1.915, 3.045], [-1.113, 2.170, 4.024], [-2.192, 0.848, 4.406], [-3.698, 4.765, 5.619], [-2.443, 5.045, 4.865], [-2.716, 4.584, 3.458], [-1.853, 5.103, 2.587], [-0.789, 5.586, 2.876], [-2.279, 4.846, 1.328], [-1.448, 5.366, 0.291], [-3.580, 4.952, 6.648], [-3.909, 3.693, 5.547], [-4.568, 5.300, 5.278], [-1.561, 4.505, 5.356], [-2.121, 6.121, 4.680], [-0.513, 4.837, 0.290], [-1.382, 6.435, 0.248], [-2.036, 5.033, -0.568], [6.071, -3.153, -4.053], [4.953, -3.553, -5.079], [4.349, -2.302, -5.344], [3.553, -2.183, -6.411], [3.336, -2.990, -7.272], [3.189, -0.874, -6.518], [2.412, -0.517, -7.692], [6.642, -2.363, -4.457], [6.730, -4.051, -3.921], [5.721, -2.890, -3.077], [4.194, -4.177, -4.636], [5.353, -4.084, -5.960], [2.845, -0.766, -8.650], [2.300, 0.552, -7.662], [1.482, -0.978, -7.523], [4.095, -0.977, 1.344], [3.204, -0.484, 2.427], [2.322, -1.536, 2.852], [1.328, -1.121, 3.627], [1.203, -0.010, 4.089], [0.533, -2.168, 3.789], [-0.507, -2.008, 4.677], [4.759, -1.857, 1.667], [4.836, -0.260, 0.941], [3.432, -1.287, 0.463], [2.566, 0.284, 2.026], [3.809, -0.136, 3.230], [-0.075, -2.388, 5.611], [-1.380, -2.652, 4.450], [-0.780, -0.988, 4.820], [-6.647, -1.143, 3.567], [-5.349, -0.400, 3.558], [-4.649, -0.784, 2.355], [-3.660, -1.719, 2.648], [-3.483, -2.246, 3.731], [-3.136, -2.103, 1.480], [-1.943, -2.961, 1.517], [-7.045, -1.016, 2.561], [-7.390, -0.651, 4.230], [-6.625, -2.208, 3.772], [-4.791, -0.540, 4.495], [-5.619, 0.636, 3.370], [-2.154, -3.934, 1.992], [-1.201, -2.381, 2.032], [-1.694, -3.027, 0.456], [-4.128, 2.778, -0.953], [-4.154, 2.676, -2.425], [-3.955, 3.952, -2.989], [-3.406, 4.081, -4.193], [-3.012, 3.193, -4.920], [-3.451, 5.398, -4.491], [-3.102, 5.634, -5.859], [-4.923, 3.488, -0.601], [-3.182, 3.237, -0.600], [-4.153, 1.869, -0.398], [-5.101, 2.401, -2.940], [-3.428, 2.027, -2.821], [-2.053, 5.504, -6.002], [-3.503, 6.640, -6.094], [-3.559, 4.955, -6.540], [2.543, 4.475, -0.798], [3.062, 3.733, 0.446], [4.369, 4.101, 0.797], [5.404, 3.382, 0.358], [5.336, 2.363, -0.278], [6.528, 3.890, 0.804], [7.747, 3.456, 0.295], [1.885, 5.247, -0.514], [2.042, 3.785, -1.457], [3.443, 4.848, -1.293], [2.956, 2.610, 0.382], [2.486, 3.938, 1.400], [8.439, 3.585, 1.123], [8.179, 4.237, -0.429], [7.820, 2.470, -0.021], [2.886, -4.910, 5.117], [1.976, -5.524, 4.116], [2.303, -4.962, 2.857], [1.459, -5.299, 1.844], [0.367, -5.766, 1.911], [2.103, -5.024, 0.700], [1.390, -5.321, -0.545], [2.769, -5.279, 6.192], [2.783, -3.851, 5.013], [3.954, -4.993, 4.782], [0.937, -5.508, 4.425], [2.133, -6.610, 3.991], [2.108, -5.022, -1.313], [0.516, -4.633, -0.608], [1.188, -6.403, -0.557], [1.225, 5.441, 6.572], [1.708, 5.185, 4.833], [1.441, 3.591, 4.386], [1.122, 5.906, 4.220], [2.774, 5.420, 4.834], [-4.115, -1.574, -4.907], [-2.973, -0.495, -5.633], [-1.306, -0.780, -5.293], [-3.086, -0.628, -6.690], [-3.166, 0.561, -5.395]], "mulliken_charge": [-0.780, 0.016, -0.370, 0.478, -0.243, -0.350, -0.559, 0.404, 0.302, -0.065, 0.175, 0.282, 0.232, 0.294, 0.225, -1.201, 0.511, 0.452, -0.640, -0.429, 0.765, -0.721, 0.567, 0.128, 0.106, -0.324, 0.130, 0.311, -0.145, 0.542, -1.388, 0.138, -0.278, 0.762, -0.600, -0.256, -0.639, 0.444, 0.237, 0.324, 0.072, 0.385, 0.291, 0.418, 0.073, -1.146, -0.191, -0.212, 0.809, -0.577, -0.335, -0.619, 0.340, 0.356, 0.291, 0.184, 0.337, 0.286, 0.241, 0.263, -1.115, 0.107, 0.055, 0.484, -0.684, -0.039, -0.792, 0.336, 0.313, 0.106, -0.089, 0.356, 0.366, 0.309, 0.152, -1.293, -0.070, -0.238, 0.815, -0.623, -0.320, 0.703, 0.295, 0.390, 0.302, 0.289, 0.296, 0.404, -0.695, -0.191, -0.833, -0.166, -0.238, 0.778, -0.576, -0.302, -0.710, 0.296, -0.246, 0.534, 0.248, 0.277, 0.302, 0.237, 0.339, -1.242, 0.826, -0.385, 0.799, -0.592, -0.349, -0.697, 0.264, 0.263, 0.479, -0.203, -0.039, 0.260, 0.253, 0.362, -1.065, -0.211, -0.261, 0.865, -0.624, -0.430, -0.244, 0.313, 0.161, 0.311, 0.259, 0.435, 0.146, 0.003, 0.356, -0.217, -0.413, 0.082, 0.164, 0.399, -0.162, -0.156, -0.058, 0.328, 0.051], "smiles": "CCOC(=O)OC.CCOC(=O)OC.CCOC(=O)OC.CCOC(=O)OC.CCOC(=O)OC.CCOC(=O)OC.CCOC(=O)OC.CCOC(=O)OC.CCOC(=O)OC.ClCCl.ClCCl", "fmax_ha_per_bohr": 0.0759, "homo_ev": -10.4, "e_above_lowest_kcal_mol": 8.5, "multiplicity": 1, "gap_ev": 10.908}